Entry from OMol25: C34H40GeN6O4S2Ti as an isolated structure (wB97M-V/def2-TZVPD).

Geometry as XYZ:
```
88
Properties=species:S:1:pos:R:3:forces:R:3
Ge -2.302565 -1.806473 0.234353 -0.29 0.03 0.05
Ti -0.388526 -0.032376 -0.173407 0.44 -0.45 -0.07
S -4.024354 2.506587 -1.688278 0.03 0.02 -0.04
S -2.849172 0.022205 -2.770463 -0.02 0.10 -0.04
O 1.515456 3.012037 2.240359 0.07 -0.48 -0.16
O 0.091792 -0.621054 -1.859039 0.19 -0.17 -0.06
O -0.295980 1.250161 1.239508 0.02 0.21 0.22
O 1.626922 -0.981521 -3.449428 0.03 0.09 -0.01
N 4.014040 2.829845 0.636994 -0.04 -0.13 0.33
N 4.050643 3.198841 -1.638212 0.01 0.03 0.03
N -1.988957 1.206836 -0.573127 -0.29 0.23 0.07
N -2.007209 2.363250 0.220109 0.01 0.06 -0.03
N 0.691327 1.776186 -1.399914 -0.25 0.01 0.03
N 2.506872 4.289801 -0.291326 0.04 0.05 -0.11
C -1.423777 -3.545350 -1.983722 -0.01 0.06 -0.03
C 3.542518 3.454038 -0.437455 -0.11 0.06 -0.13
C 0.408448 3.785806 2.507281 -0.25 0.22 0.08
C 0.610154 4.935287 3.257518 0.03 -0.08 -0.03
C 1.926745 1.933261 -3.608624 0.00 -0.02 0.02
C 0.631016 -1.486039 2.514863 -0.03 -0.02 -0.05
C -0.863147 3.477883 2.004911 0.02 -0.02 0.00
C -1.723342 5.486469 3.043265 0.01 -0.02 -0.01
C 2.539974 -0.047387 2.267906 -0.06 -0.03 -0.02
C -1.095182 2.316550 1.124083 0.11 0.06 0.01
C -2.864154 1.239850 -1.542645 0.08 -0.06 -0.13
C -4.956089 -2.264341 -0.839882 0.03 -0.02 -0.01
C -1.130123 -5.924271 -1.797390 0.00 0.01 0.01
C -6.908885 -0.918852 -0.433506 0.02 0.01 0.00
C -1.801099 -4.641906 0.119975 -0.02 0.00 0.04
C 1.128283 -0.265533 -2.636529 -0.06 0.06 -0.02
C -4.175241 -1.382458 -0.092531 0.01 0.00 0.01
C -0.453069 5.781003 3.522778 -0.03 0.01 0.02
C -4.527883 0.417780 -3.338118 -0.02 -0.05 0.05
C -4.782250 -0.266356 0.479604 0.02 0.01 0.04
C -1.479652 -5.862448 -0.455990 0.01 -0.01 -0.03
C 1.640809 1.149679 -2.321163 0.06 -0.04 -0.02
C -4.685143 1.923183 -3.278466 -0.01 -0.02 0.01
C -1.783391 -3.469427 -0.638958 0.03 0.01 0.03
C 2.703449 -0.471317 0.953446 0.00 -0.02 0.01
C 1.859153 -1.445549 0.427314 0.02 -0.01 -0.06
C 1.505298 -0.549956 3.046594 0.04 0.03 0.01
C -1.102130 -4.765210 -2.560335 0.01 -0.03 0.00
C 0.812822 -1.950819 1.209181 0.03 -0.01 -0.01
C 3.629125 3.796745 -2.918139 0.01 0.03 0.00
C 2.231153 3.420502 -3.414347 0.00 0.01 0.04
C -1.919962 4.346967 2.288621 0.01 -0.02 0.00
C -6.139850 -0.031721 0.307204 -0.03 -0.02 -0.01
C -6.315463 -2.036720 -1.005995 -0.02 0.02 -0.02
H -0.100627 2.169257 -1.907488 0.07 0.00 -0.01
H 1.597833 5.138138 3.651472 0.01 0.00 -0.01
H 3.229354 0.665883 2.699768 0.03 0.01 0.04
H 2.172168 4.506535 0.636751 0.03 -0.04 0.04
H -0.824551 -4.810752 -3.604857 0.00 0.00 -0.02
H 4.814753 2.224132 0.581031 0.01 0.01 -0.02
H -7.969848 -0.747144 -0.553455 -0.02 0.00 0.00
H -4.506551 -3.145302 -1.283786 0.01 -0.01 0.00
H -0.291710 6.667414 4.120814 0.01 0.01 0.00
H 2.269040 4.933127 -1.027530 0.02 0.00 -0.05
H 2.571470 0.995208 -1.764565 -0.05 -0.01 -0.01
H -0.176920 -1.883519 3.114631 0.01 0.01 0.00
H 1.049515 1.852610 -4.256551 -0.01 0.00 0.02
H 4.371990 3.464689 -3.641645 -0.01 0.01 0.00
H 0.215950 -2.774434 0.831223 0.01 0.03 0.00
H -2.082086 -4.610832 1.167058 0.00 0.01 0.00
H 1.109087 2.538818 -0.877710 -0.03 -0.04 0.02
H -5.228265 -0.094189 -2.677594 0.00 -0.01 0.00
H -2.179972 -2.079944 1.754510 0.04 0.07 0.01
H 3.510121 2.887990 1.517002 0.08 0.16 -0.14
H -0.878186 -6.874860 -2.247168 0.00 -0.02 -0.01
H 1.192560 2.128511 1.968904 0.01 0.12 0.04
H 3.731313 4.883562 -2.852989 -0.03 -0.02 -0.01
H -2.553551 6.141588 3.262043 -0.02 0.01 0.00
H 4.855950 2.593880 -1.665733 0.00 -0.01 -0.01
H -5.735300 2.209750 -3.314604 0.00 0.00 0.00
H 2.125739 3.919485 -4.379587 0.03 -0.01 -0.01
H -4.634172 0.035374 -4.352010 0.01 0.00 0.00
H -4.202424 0.428434 1.079950 0.00 -0.01 0.01
H 2.042747 -1.863459 -0.556438 0.00 0.01 0.04
H -1.380514 -2.649487 -2.590407 0.00 0.01 0.00
H 3.532227 -0.105931 0.359539 -0.01 -0.02 0.00
H -1.506418 -6.763815 0.140920 0.00 -0.02 0.01
H -6.913694 -2.738455 -1.572004 -0.01 -0.01 -0.01
H -2.900225 4.105428 1.901322 -0.01 0.00 0.00
H 1.385761 -0.218425 4.069079 0.00 0.01 0.01
H -6.600489 0.833679 0.764709 -0.01 0.02 0.01
H 2.734224 1.431616 -4.144583 0.00 -0.01 -0.01
H 1.459194 3.871333 -2.785184 0.00 0.02 0.01
H -4.150868 2.422454 -4.086129 0.00 -0.01 0.02
```
Forces are in eV/Å.

Computed properties:
Strongest force on any atom, hartree/bohr: 0.0124
HOMO energy, Ha: -0.4747
Net charge: +2
Lowest unoccupied orbital energy, eV: -6.0535
E_tot, eV: -154329.7794
ΔE to the lowest compared entry with this formula, charge and spin, eV: 0.2631

=====

Entry from OMol25: C34H41BrN7O3RbSSi as an isolated structure at a distorted geometry (wB97M-V/def2-TZVPD).

Geometry as XYZ:
```
89
Properties=species:S:1:pos:R:3:forces:R:3
Rb -0.590523 0.217868 -0.682449 0.77 -0.08 0.89
Br 6.588727 4.024333 -1.361194 -0.06 -0.01 0.01
S 1.673591 0.577393 1.996297 -0.14 0.18 -0.19
Si -1.825947 -2.311410 1.730236 -0.16 -0.14 0.13
O -3.262500 -0.103042 -1.586233 -0.34 0.01 -0.20
O -1.763807 -1.204490 -2.671576 -0.21 -0.19 -0.49
O -2.415421 0.727113 -3.400437 -0.14 -0.09 -0.06
N -2.505057 -0.207704 -2.576231 -0.04 0.16 -0.16
N 2.269110 -1.128659 -0.490477 0.38 0.06 0.14
N 1.545997 0.022274 -2.799139 -0.04 0.01 -0.05
N 2.749640 -1.622898 0.658654 -0.21 0.28 0.13
N -1.988951 2.688490 0.106888 -0.15 0.12 0.00
N 0.671916 3.172919 -0.306611 -0.24 0.12 0.00
N 2.825775 -1.591226 2.885275 0.04 -0.03 -0.03
C 2.862396 2.303285 -0.719878 -0.20 0.19 0.04
C -3.623101 -0.456543 2.868732 0.06 -0.03 0.04
C -4.174091 -2.749410 3.597923 -0.04 -0.07 0.04
C -4.687093 -2.004559 1.275469 -0.01 -0.04 0.01
C -0.486394 -4.599626 0.805298 0.01 0.01 0.05
C 2.742598 -1.654376 -1.574921 -0.21 -0.02 -0.05
C -3.674276 -1.922708 2.417842 0.08 0.20 -0.11
C 2.415957 -0.927895 1.759017 0.30 -0.41 0.09
C 5.548111 -4.887540 -1.715227 0.04 -0.01 -0.02
C -3.415960 4.242286 1.905542 -0.10 -0.01 0.02
C -1.391631 3.677302 0.774172 -0.46 -0.10 0.11
C 2.029652 3.414700 -0.534903 0.50 -0.08 -0.09
C -0.990680 -2.786981 3.433757 0.00 0.07 -0.03
C 3.917918 4.882385 -0.878710 0.00 0.08 0.00
C 2.197883 -1.148639 -2.852422 -0.08 0.10 0.06
C 0.966424 -0.183660 -5.109696 0.03 -0.04 0.03
C -3.278691 2.464485 0.318760 0.04 -0.02 -0.02
C 3.453230 -3.974907 -0.952052 0.00 0.02 -0.02
C -4.035450 3.220646 1.210171 -0.01 0.01 0.02
C 0.039456 3.882607 0.526085 0.29 -0.03 -0.01
C -1.943274 -4.127070 0.904976 0.19 0.10 -0.07
C 0.936001 0.467593 -3.884394 -0.10 0.02 -0.12
C -2.739022 -5.198815 1.640882 -0.05 -0.04 0.02
C -2.068199 4.479916 1.687695 0.12 -0.05 -0.07
C 4.921049 -2.643201 -2.302784 -0.04 -0.02 0.03
C 4.211753 2.485724 -0.948875 0.15 0.00 -0.04
C 4.724868 3.773143 -1.022338 0.02 -0.10 -0.01
C -2.470369 -4.003594 -0.526225 -0.09 -0.04 0.01
C 4.355917 -5.024263 -1.014591 -0.05 -0.01 0.03
C 3.723090 -2.771226 -1.603670 0.05 -0.02 0.00
C 5.830877 -3.690937 -2.357198 0.02 -0.02 0.00
C 2.292852 -1.868417 -4.047255 0.00 0.06 0.01
C 2.562735 4.698464 -0.633583 -0.02 -0.05 0.00
C 1.672498 -1.372634 -5.182768 -0.01 0.01 0.02
H 3.446861 -2.370838 2.748997 -0.03 -0.02 0.03
H 2.438116 1.309006 -0.657165 0.04 0.01 -0.03
H 5.137823 -1.710864 -2.812174 -0.01 0.01 0.00
H 4.126697 -5.955354 -0.509745 0.01 0.00 0.00
H 4.858925 1.628419 -1.077853 -0.01 0.00 0.02
H 1.715751 -1.933251 -6.109514 0.00 0.00 0.00
H -1.922423 -3.248573 -1.092052 0.01 0.00 -0.01
H -3.522837 -3.708650 -0.553710 0.04 -0.02 -0.01
H 2.813902 -2.815398 -4.070493 0.00 -0.01 0.01
H -4.600143 -0.124308 3.261340 -0.01 -0.03 -0.01
H 0.357647 1.378354 -3.763103 0.03 0.03 -0.05
H -2.876044 -0.301847 3.655025 -0.02 0.00 -0.01
H -5.080678 2.985952 1.358964 0.00 0.01 0.02
H 2.827120 -1.083173 3.748788 -0.02 0.01 0.00
H 2.531863 -4.068247 -0.392418 0.01 -0.02 -0.01
H 0.136233 -3.843358 0.314022 -0.01 0.00 0.01
H -5.171136 -2.399029 3.919852 0.00 -0.02 0.02
H -4.888069 -3.041134 0.988595 0.00 0.03 0.01
H -3.505419 -2.668806 4.459331 0.01 0.02 -0.01
H -3.705919 1.640121 -0.245165 -0.01 0.02 0.00
H -4.262450 -3.810676 3.353258 -0.01 0.06 0.01
H 0.417617 0.216515 -5.950857 0.02 -0.02 -0.02
H -1.136604 -1.952412 4.130872 -0.01 -0.03 0.02
H -5.651529 -1.554273 1.568960 0.00 -0.01 0.03
H 6.251764 -5.710900 -1.758298 0.01 0.01 0.00
H -1.540622 5.259368 2.223611 0.01 0.00 -0.01
H -2.426968 -5.296402 2.685728 0.01 0.00 -0.02
H 0.091990 -2.890699 3.316067 -0.02 -0.01 -0.03
H 1.914404 5.562290 -0.548718 -0.02 -0.01 0.00
H -0.415780 -5.530180 0.218586 -0.01 0.00 0.00
H -3.350363 0.197170 2.035849 0.00 -0.02 0.01
H -3.811087 -4.981819 1.634623 0.03 -0.01 -0.03
H 6.760243 -3.570460 -2.902141 0.00 -0.01 0.00
H 0.518156 4.663148 1.130129 0.10 -0.02 -0.02
H -2.605422 -6.184204 1.160784 0.00 0.00 0.01
H 4.336665 5.875934 -0.965822 -0.02 0.01 0.00
H -0.052740 -4.789911 1.791587 -0.01 0.00 0.00
H -2.382480 -4.965984 -1.059383 0.01 0.00 0.01
H -4.326386 -1.477476 0.386924 0.00 -0.02 0.00
H -3.970305 4.840829 2.618348 0.00 0.00 0.00
H -1.377350 -3.697739 3.913469 0.00 0.02 -0.01
```
Forces are in eV/Å.

Computed properties:
Strongest force on any atom, hartree/bohr: 0.0230
HOMO energy, Ha: -0.0037
Net charge: -2
Lowest unoccupied orbital energy, eV: 3.5906
E_tot, eV: -141905.6328
ΔE to the lowest compared entry with this formula, charge and spin, eV: 0.7312

=====

Question: Which of these has the lowest strongest force on any atom?
Answer: C34H40GeN6O4S2Ti

=====

Question: Look up the lowest unoccupied orbital energy of the second one.
Answer: 3.5906 eV

=====

Question: E_tot of number 2 (C34H41BrN7O3RbSSi)?
Answer: -141905.6328 eV

=====

Question: Look up the E_tot of the second one.
Answer: -141905.6328 eV